The following is a DFT calculation (ωB97M-V/def2-TZVPD) of C4H10N2O2 as an isolated structure at a distorted geometry.

Results
- Molar mass: 118.1 g mol⁻¹
- Frontier orbital gap: 9.7 eV
- E_tot: -11384.252 eV
- Lowest unoccupied orbital energy: 0.012 Ha
- E_HOMO: -9.39 eV

Last column: Mulliken charge in e.
Positions of all 18 atoms, in Å:
O  1.59  -1.75  1.49  -0.93
O  0.41  -3.73  0.21  -0.68
N  0.61  0.16  0.29  -0.20
N  0.03  1.62  -1.29  -0.04
C  -2.29  2.24  -0.44  -1.08
C  -1.05  1.47  -0.37  0.33
C  0.98  0.75  -0.86  -0.18
C  -0.64  0.58  0.66  -0.26
H  0.90  -3.02  0.62  0.44
H  -0.99  0.16  1.61  0.39
H  2.47  -1.81  1.21  0.24
H  2.07  0.50  -1.21  0.33
H  -2.89  2.02  0.47  0.27
H  1.07  -0.89  0.89  0.42
H  -0.23  -3.22  -0.36  0.27
H  -2.08  3.32  -0.37  0.30
H  -2.97  1.95  -1.32  0.28
H  0.15  2.13  -2.09  0.10